ORCA calculation (ωB97M-V/def2-TZVPD) on the molecule C22H26N4O4S at a distorted geometry.

The total energy is -48200.70754 eV. Its relative energy (zero: lowest compared OMol25 entry of this formula, charge and spin) is 23.764 eV. The calculation puts the HOMO energy at -7.685 eV. The multiplicity is 1. Its SMILES is CCOc1ccc(C(=O)NC(=S)Nc2ccc(N3CCC(C)CC3)cc2)cc1[N+](=O)[O-]. As for the net charge: 0.

Element x y z (Å)
C: -9.358 -1.442 -1.253
C: -9.065 -1.055 0.118
H: -8.715 -1.802 0.698
H: -10.108 -0.718 0.510
O: -8.319 -0.115 0.115
C: -7.080 -0.163 0.224
C: -6.438 -1.419 0.173
C: -4.995 -1.327 -0.197
C: -4.256 -0.160 -0.115
C: -4.818 0.986 0.098
C: -6.295 1.294 0.241
N: -6.938 2.494 0.293
O: -7.912 2.289 0.777
O: -6.151 3.439 0.079
H: -4.295 1.932 -0.002
C: -2.791 -0.197 0.001
O: -2.084 0.659 -0.470
N: -2.136 -1.365 0.351
C: -0.628 -1.508 0.216
N: 0.049 -0.601 -0.030
C: 1.419 -0.584 -0.358
C: 1.874 0.716 -0.592
C: 3.342 0.912 -0.834
C: 4.188 -0.175 -0.389
C: 3.704 -1.262 -0.340
C: 2.432 -1.585 0.042
H: 1.986 -2.736 0.409
H: 4.392 -2.101 0.098
N: 5.526 -0.122 -0.598
C: 6.246 0.986 -1.325
H: 5.541 1.524 -2.203
C: 6.612 2.102 -0.545
C: 7.215 1.548 0.905
C: 6.106 1.400 1.967
H: 5.856 2.488 2.264
H: 6.540 1.223 2.916
H: 5.237 1.047 1.498
C: 7.675 0.104 0.872
C: 6.515 -0.777 0.143
H: 5.881 -1.079 1.090
H: 7.030 -1.754 -0.265
H: 8.329 0.198 0.095
H: 8.010 -0.388 1.541
H: 7.990 1.957 1.259
H: 7.302 2.805 -0.968
H: 5.951 2.707 -0.196
H: 7.174 0.529 -1.881
H: 3.836 1.606 -1.203
H: 1.347 1.522 -1.103
H: -0.544 0.274 -0.380
S: -0.339 -3.085 0.774
H: -2.633 -2.028 0.586
H: -4.323 -2.251 -0.319
H: -6.838 -2.296 0.044
H: -9.654 -0.656 -1.788
H: -10.097 -2.147 -1.194
H: -8.499 -1.841 -1.851